Entry from the OMol25 dataset: C26H24Li as an isolated structure in a non-equilibrium geometry (ωB97M-V/def2-TZVPD).

```
51
Properties=species:S:1:pos:R:3:nbo_charge:R:1
C -3.56509 -0.40559 6.74758 -0.614
C -3.52871 -0.73423 5.29084 -0.094
C -4.56725 -0.32458 4.44474 -0.210
C -4.52131 -0.59958 3.08794 -0.248
C -3.43523 -1.32141 2.52293 0.074
C -3.42443 -1.67483 1.13570 -0.331
C -2.44749 -2.49419 0.57800 -0.128
C -2.69077 -3.30478 -0.53134 -0.556
C -1.71973 -4.21560 -1.08442 0.054
C -1.92657 -4.80880 -2.37055 -0.407
C -0.90185 -5.50728 -3.00097 -0.177
C 0.31648 -5.72014 -2.35150 -0.138
C 1.38308 -6.52840 -3.02173 -0.611
C 0.49787 -5.22415 -1.05154 -0.165
C -0.50288 -4.51636 -0.41104 -0.288
C -2.38604 -1.72668 3.39731 -0.252
C -2.44748 -1.43606 4.75191 -0.200
H -2.67414 -0.79669 7.24634 0.203
H -3.58246 0.67964 6.90001 0.203
H -4.45583 -0.81469 7.23844 0.201
H -5.39713 0.24379 4.86699 0.193
H -5.33027 -0.26288 2.43424 0.200
H -4.34760 -1.52672 0.57293 0.184
H -1.44604 -2.51305 1.02113 0.187
H -3.70681 -3.31094 -0.96857 0.179
H -2.91190 -4.73461 -2.85721 0.186
H -1.06169 -5.90361 -4.00631 0.197
H 2.19546 -6.74449 -2.32209 0.204
H 0.98342 -7.48153 -3.38835 0.201
H 1.80798 -6.00703 -3.88778 0.202
H 1.44582 -5.41870 -0.54172 0.196
H -0.35866 -4.17475 0.61660 0.209
H -1.53378 -2.27541 3.00019 0.200
H -1.63335 -1.73716 5.40896 0.190
C -1.35354 1.87248 -0.87681 -0.372
Li -2.56841 -2.64408 -2.66333 0.912
C -2.05820 1.65195 0.33781 -0.245
C -3.14886 0.77910 0.06814 -0.335
C -3.07936 0.37146 -1.30155 -0.041
C -1.93459 1.04422 -1.89687 -0.109
C -1.64634 0.81632 -3.24794 -0.200
C -2.45991 -0.03705 -3.99408 -0.326
C -3.58518 -0.66953 -3.42405 -0.433
C -3.87195 -0.49870 -2.06156 -0.258
H -0.51093 2.54240 -1.03426 0.187
H -1.81487 2.08388 1.30868 0.196
H -4.00417 0.61358 0.72199 0.192
H -0.79489 1.32747 -3.70323 0.193
H -2.24624 -0.20250 -5.05371 0.193
H -4.27413 -1.24072 -4.05421 0.200
H -4.74094 -0.96344 -1.59281 0.199
```

E_tot = -27556.3525 eV
energy above the lowest of the compared OMol25 structures with the same formula, charge and spin = 0.0 kcal/mol
gap between HOMO and LUMO = 4.5 eV
net charge = -1